Entry 1:
DFT (ωB97M-V with the def2-TZVPD basis set) results for one molecule with the formula C7H8NO2P at a distorted geometry.

Computed properties:
**SMILES string**: [H]/N=C(\c1ccccc1)P(O)O
**Multiplicity**: 1

XYZ file:
```
19
Properties=species:S:1:pos:R:3:mulliken_charge:R:1
H -0.17 1.97 1.37 0.292
N -0.81 2.11 0.59 -0.547
C -0.69 1.12 -0.14 0.129
C 0.21 0.05 0.26 0.569
C 1.09 -0.64 -0.58 -0.276
C 1.95 -1.71 -0.16 -0.428
C 1.85 -2.20 1.12 -0.498
C 1.04 -1.50 1.96 -0.386
C 0.18 -0.41 1.60 -0.388
P -1.76 1.25 -1.65 0.187
O -3.22 0.82 -1.41 -0.470
O -1.28 1.81 -3.18 -0.491
H 1.23 -0.18 -1.55 0.343
H 2.55 -2.16 -0.96 0.339
H 2.55 -2.96 1.53 0.338
H 0.78 -1.77 3.05 0.240
H -0.44 0.28 2.23 0.363
H -3.50 1.41 -0.66 0.377
H -1.57 2.68 -3.43 0.308
```



Entry 2:
DFT (ωB97M-V with the def2-TZVPD basis set) results for one molecule with the formula C7H8NO2P at a distorted geometry.

Computed properties:
**SMILES string**: [H]/N=C(\c1ccccc1)P(O)O
**Multiplicity**: 1

XYZ file:
```
19
Properties=species:S:1:pos:R:3:mulliken_charge:R:1
H -1.74 -2.46 0.30 0.230
N -0.83 -2.31 0.75 -0.803
C -0.13 -1.22 0.61 0.493
C -0.47 -0.16 -0.32 0.164
C -1.51 0.75 -0.04 -0.032
C -1.57 1.93 -0.74 -0.561
C -0.64 2.17 -1.82 -0.286
C 0.37 1.31 -2.07 -0.625
C 0.44 0.26 -1.25 -0.349
P 1.35 -1.40 1.52 0.291
O 2.45 -0.19 1.83 -0.452
O 1.48 -2.92 2.22 -0.486
H -2.08 0.79 0.91 0.303
H -2.23 2.75 -0.33 0.284
H -0.59 3.02 -2.44 0.402
H 1.19 1.36 -2.84 0.304
H 1.29 -0.27 -1.47 0.445
H 2.64 -0.12 2.73 0.318
H 0.59 -3.30 2.44 0.362
```



| no. | electronic energy (eV) |
| --- | --- |
| 1 | -22258.2655 |
| 2 | -22259.0313 |